1.
# C2HCl2F3O

2 unconnected molecules or ions with the total composition C2HCl2F3O at a distorted geometry (ωB97M-V/def2-TZVPD, the Open Molecules 2025 dataset).

Element x y z (Å)
H 1.0087 -0.3442 0.4687
F 2.9863 1.5064 -0.8902
F -0.6712 1.5772 0.2688
Cl -0.1454 1.5077 -2.1968
O 0.5311 -0.1690 -0.3630
Cl 2.1562 3.6658 0.2275
C 0.2608 1.0540 -0.5209
C 2.1398 2.0016 -0.0020
F 2.3618 1.2267 1.0888

Summary:
HOMO: -9.57 eV
Total charge: 0
Total energy: -37333.0043 eV
LUMO level: 0.6 eV

---

2.
# C2HCl2FO

A single C2HCl2FO molecule at a distorted geometry (ωB97M-V/def2-TZVPD, the Open Molecules 2025 dataset).

Element x y z (Å)
Cl 0.7561 0.8055 -1.6155
C 0.5986 -0.0484 -0.1214
C -0.9045 -0.1170 0.1085
F 1.1438 -1.2753 -0.1517
O -1.6355 0.8280 0.1871
H -1.3738 -1.1012 0.4100
Cl 1.4153 0.9085 1.1831

Summary:
HOMO: -10.91 eV
Total charge: 0
SMILES string: O=CC(F)(Cl)Cl
Total energy: -31899.0616 eV
LUMO level: -0.2 eV

---

3.
# C2HCl2FS

A single C2HCl2FS molecule at a distorted geometry (ωB97M-V/def2-TZVPD, the Open Molecules 2025 dataset).

Element x y z (Å)
F 1.2480 -1.2411 0.2930
Cl -1.2511 -0.4287 -1.5485
Cl -1.3185 -0.8722 1.3474
C -0.6510 0.1848 0.0800
H -1.0030 1.2994 0.2421
C 0.9185 -0.0129 -0.0063
S 2.0570 1.0706 -0.4076

Summary:
HOMO: -9.92 eV
Total charge: 0
SMILES string: FC(=S)C(Cl)Cl
Total energy: -40686.7524 eV
LUMO level: -0.8 eV

---

The highest HOMO belongs to which entry?
C2HCl2F3O

---

Which formula does entry 2 have?
C2HCl2FO

---

Look up the LUMO level of the first one.
0.6 eV